# 1
A structure of composition C53H43N15OPSTa at a distorted geometry. Source: the Open Molecules 2025 dataset; level of theory: the ωB97M-V functional and the def2-TZVPD basis.

Geometry as XYZ:
```
115
Properties=species:S:1:pos:R:3:forces:R:3
Ta -0.0619 -0.8355 -0.4868 -0.39 0.90 0.71
C 6.0311 -0.3559 -3.3164 -0.04 -0.01 0.03
C 5.2933 -0.4608 -4.5069 -0.06 0.01 -0.01
C 3.9330 -0.7075 -4.4892 0.05 -0.01 -0.13
C 3.3288 -0.8275 -3.2438 -0.29 -0.02 -0.06
C 1.9618 -1.1195 -2.8648 0.41 0.12 0.65
N 1.0545 -1.4640 -3.7342 -0.76 -0.19 -0.16
C -0.1170 -1.9594 -3.3934 0.33 0.07 0.18
C -1.0066 -2.5969 -4.3297 0.06 -0.05 -0.20
C -0.9383 -2.7401 -5.7122 0.05 0.03 0.06
C -1.9890 -3.3906 -6.3281 -0.10 -0.03 0.02
C -3.0691 -3.9057 -5.5860 0.06 0.04 -0.10
C -3.1155 -3.7907 -4.2101 0.02 -0.01 0.08
C -2.0629 -3.1167 -3.5961 -0.17 -0.11 -0.05
C -1.8166 -2.8014 -2.2121 -0.13 -0.14 0.40
N -2.5774 -3.2384 -1.2307 0.23 0.12 -0.96
C -2.2699 -3.0810 0.0269 0.25 0.14 0.82
N -1.1867 -2.3912 0.5411 -0.01 -0.21 -0.10
C -1.2637 -2.4955 1.9213 -0.37 -0.13 -0.20
N -0.3939 -2.0653 2.7888 0.53 0.13 -0.02
C 0.7861 -1.5893 2.4340 -0.17 0.16 -0.01
N 1.2457 -1.3000 1.1516 0.14 -0.20 -0.15
C 2.6126 -1.0979 1.2513 -0.02 -0.02 -0.07
N 3.4770 -0.8813 0.2742 -0.17 -0.03 0.33
C 3.1210 -0.9103 -0.9758 0.04 -0.16 -0.32
N 1.8428 -1.1165 -1.4742 0.03 -0.03 -0.30
C 4.0544 -0.7165 -2.0705 -0.03 0.00 0.32
C 5.4238 -0.4866 -2.0805 0.10 0.00 0.01
C 3.0144 -1.1929 2.6274 0.16 0.03 -0.11
C 4.2762 -1.1331 3.2279 0.03 0.01 0.02
C 4.3404 -1.3471 4.5874 -0.03 0.03 0.01
C 3.1770 -1.6194 5.3424 0.02 0.05 -0.02
C 1.9373 -1.6970 4.7464 -0.01 0.02 0.04
C 1.8722 -1.4720 3.3672 -0.15 -0.08 0.10
C -2.4442 -3.2591 2.2895 0.23 0.22 0.07
C -2.9529 -3.6370 3.5246 -0.05 -0.03 0.12
C -4.1082 -4.3983 3.5250 0.06 0.05 0.01
C -4.7323 -4.7796 2.3270 0.01 0.00 -0.09
C -4.2154 -4.4075 1.0994 -0.12 -0.09 0.02
C -3.0585 -3.6390 1.1072 0.02 0.12 -0.33
N -0.6460 -2.0572 -2.1106 0.05 -0.16 0.05
H 7.0975 -0.1808 -3.3722 -0.02 0.01 -0.01
H 5.8044 -0.3489 -5.4540 0.00 -0.02 0.02
H 3.3588 -0.8086 -5.4008 0.02 0.02 0.02
H -0.1012 -2.3472 -6.2735 -0.03 0.01 0.01
H -1.9884 -3.5054 -7.4042 -0.01 -0.02 0.02
H -3.8763 -4.4030 -6.1083 0.04 -0.02 0.00
H -3.9325 -4.1968 -3.6280 0.02 0.00 -0.01
H 5.9872 -0.4222 -1.1590 -0.01 0.00 -0.03
H 5.1643 -0.9473 2.6371 -0.02 -0.03 0.01
H 5.3011 -1.3345 5.0862 -0.03 0.03 0.01
H 3.2707 -1.7905 6.4072 0.01 -0.02 -0.02
H 1.0468 -1.9419 5.3114 0.02 -0.01 -0.02
H -2.4631 -3.3459 4.4444 -0.02 -0.01 -0.02
H -4.5424 -4.7082 4.4665 0.01 -0.01 -0.02
H -5.6317 -5.3796 2.3689 0.01 0.02 0.01
H -4.6869 -4.6963 0.1696 0.01 -0.01 0.03
S -2.6916 -0.0709 -0.2527 0.13 -0.09 0.02
C -1.9600 0.3464 -3.0561 -0.02 -0.08 -0.02
N -2.6968 -0.2495 -3.8158 0.01 0.08 -0.19
N -4.0130 -0.4852 -3.8415 -0.31 0.14 0.19
C -4.9493 0.0505 -2.9425 0.06 -0.01 -0.10
C -4.6773 1.1911 -2.1997 -0.16 0.16 -0.17
C -5.6348 1.6734 -1.3136 0.00 -0.03 -0.09
C -6.8605 1.0427 -1.1813 0.04 -0.02 0.00
C -7.1415 -0.0707 -1.9680 -0.02 0.00 0.02
C -6.1939 -0.5694 -2.8426 -0.02 -0.01 0.03
N -1.0927 1.1120 -2.6326 0.03 0.49 -0.34
N -0.0980 0.8249 -1.7097 -0.01 -0.16 0.24
C 0.9048 1.8501 -1.8027 -0.19 -0.29 0.00
C 0.8272 2.8819 -2.7393 0.00 0.08 -0.17
C 1.8651 3.7924 -2.8622 0.01 -0.01 0.06
C 3.0127 3.6835 -2.0836 -0.07 0.02 -0.03
C 3.0743 2.6826 -1.1295 0.02 -0.01 0.00
C 2.0127 1.8028 -0.9679 0.07 -0.04 0.07
H -4.2616 -1.2688 -4.4186 0.00 0.01 -0.01
H -3.7425 1.7214 -2.3283 -0.09 0.01 0.04
H -5.4214 2.5656 -0.7376 0.01 -0.01 -0.01
H -7.5980 1.4185 -0.4850 -0.01 0.02 -0.04
H -8.1093 -0.5511 -1.9012 0.03 -0.01 0.01
H -6.4172 -1.4325 -3.4601 0.01 -0.01 0.04
H -0.0361 2.9592 -3.3811 0.03 0.00 0.00
H 1.7797 4.5893 -3.5895 0.01 -0.04 -0.02
H 3.8395 4.3682 -2.2186 -0.03 0.01 0.00
H 3.9579 2.5727 -0.5111 -0.02 -0.01 -0.04
H 2.0673 1.0720 -0.1774 -0.01 -0.01 0.04
C 3.0169 3.3299 4.7585 0.05 0.00 -0.11
N 1.4855 3.1806 4.7467 -0.05 -0.03 -0.07
C 0.8988 4.4467 4.0999 0.06 -0.01 -0.13
N 1.4433 4.6458 2.8063 -0.09 0.10 -0.08
C 2.8978 4.7751 2.8751 -0.11 -0.17 0.09
N 3.5091 3.5803 3.4546 0.17 -0.01 -0.11
C 3.3816 2.4169 2.5656 -0.16 0.09 0.08
P 1.6173 1.9150 2.2120 0.44 0.32 0.40
C 1.0629 1.9495 3.9922 0.00 -0.09 -0.07
C 1.0111 3.6357 1.8275 0.02 -0.03 0.13
H 3.4240 2.4047 5.1638 -0.02 -0.03 0.02
H 3.2394 4.1613 5.4267 -0.05 0.03 0.02
H 1.1592 3.1164 5.7113 -0.02 0.00 0.01
H 1.1537 5.2757 4.7593 0.04 0.00 0.04
H -0.1822 4.3231 4.0641 -0.03 -0.06 0.02
H 3.1529 5.6417 3.4863 -0.02 0.01 0.03
H 3.2884 4.9273 1.8711 0.02 0.00 0.00
H 3.9178 1.5690 2.9965 0.00 0.00 0.01
H 3.8598 2.6554 1.6158 0.05 -0.01 0.03
H 1.4535 1.0702 4.5074 0.04 0.05 0.08
H -0.0269 1.8959 4.0094 -0.01 0.02 0.09
H -0.0809 3.6217 1.7877 -0.01 0.03 -0.04
H 1.3699 3.9209 0.8373 -0.01 0.02 0.01
C -2.7625 1.6154 1.9512 -0.01 0.00 0.00
C -1.9875 0.7248 1.0381 -0.04 -0.18 -0.23
O -0.7339 0.5845 1.1983 0.38 -0.68 -0.47
H -3.7706 1.2317 2.0929 -0.01 0.01 0.01
H -2.8487 2.5989 1.4818 0.02 0.00 0.01
H -2.2613 1.7212 2.9126 0.01 -0.04 -0.01
```
Positions in Å, forces in eV/Å.

Output
Kohn-Sham gap (alpha / beta) in eV: 4.4 / 4.4
Total charge: +2
E in hartree: -3738.27192
HOMO level (alpha / beta) in eV: -11.0 / -11.0
Max |F| in eV/A: 1.21
Spin multiplicity: 1
LUMO energy (alpha / beta) in eV: -6.58 / -6.58

---

# 2
A structure of composition C53H43N7OPRuS at a distorted geometry. Source: the Open Molecules 2025 dataset; level of theory: the ωB97M-V functional and the def2-TZVPD basis.

Geometry as XYZ:
```
107
Properties=species:S:1:pos:R:3:forces:R:3
Ru 0.5046 0.7803 -0.0480 1.25 -1.82 0.70
C -0.8015 -4.8237 -0.3177 -0.49 -0.61 0.00
N 0.1090 -3.7124 -0.2970 0.37 0.43 -0.09
C -0.2270 -2.3955 -0.2876 0.10 0.29 -0.02
N 0.8622 -1.6377 -0.3104 -0.85 0.56 0.01
C 1.9246 -2.4792 -0.3319 -0.53 -0.92 -0.05
C 1.4684 -3.7890 -0.3240 0.48 0.60 0.00
C 2.2774 -5.0041 -0.2985 0.03 -0.40 0.02
C 3.2909 -5.1920 -1.2381 -0.11 0.00 0.08
C 4.1011 -6.3113 -1.1728 0.09 -0.07 0.04
C 3.9283 -7.2423 -0.1590 0.02 0.02 -0.02
C 2.9285 -7.0576 0.7824 -0.04 -0.10 0.04
C 2.0984 -5.9541 0.7068 0.10 0.13 -0.05
C 3.3163 -2.0617 -0.1628 -0.36 -0.08 -0.22
C 3.9347 -1.2091 -1.0329 0.77 -0.29 0.24
C 5.2723 -0.6279 -0.7078 -0.04 -1.47 -0.37
C 5.9839 -1.3896 0.3514 -0.38 0.22 -0.33
C 5.3419 -2.2680 1.1601 0.49 -0.11 0.31
C 3.9830 -2.5588 0.9727 0.33 0.73 -0.68
P -1.9536 -1.8310 -0.0875 0.59 1.00 0.08
C -1.7080 -0.7076 1.3479 -0.15 -0.15 -0.21
N -0.9260 0.3741 1.4350 -0.06 -0.44 -0.04
C -1.2557 1.0264 2.5981 -0.66 -0.51 0.12
C -2.2496 0.2874 3.2289 0.42 0.49 -0.08
N -2.5211 -0.7767 2.4277 0.49 0.21 -0.24
C -3.4829 -1.8054 2.7236 -0.51 -0.49 0.13
C -2.8675 0.4485 4.5450 -0.07 -0.13 0.27
C -2.0522 0.3240 5.6698 -0.22 -0.11 -0.11
C -2.5878 0.4885 6.9311 0.03 0.00 0.04
C -3.9362 0.7790 7.0772 -0.01 0.01 0.00
C -4.7498 0.8992 5.9620 -0.08 -0.01 0.08
C -4.2221 0.7267 4.6943 0.22 0.04 -0.02
C -0.6802 2.2975 3.0269 0.23 0.47 0.10
C -1.1349 2.9673 4.1694 0.07 -0.06 -0.15
C -0.5068 4.1186 4.6071 0.01 0.02 0.02
C 0.5595 4.6527 3.9044 0.13 0.04 -0.11
C 0.9718 4.0467 2.7269 -0.07 0.14 0.15
C 0.3463 2.8947 2.2964 -0.05 -0.31 -0.58
C -1.9791 -0.4576 -1.2965 -0.08 -0.30 0.20
N -1.1462 0.5791 -1.3411 0.09 -0.17 0.25
C -1.5846 1.4145 -2.3201 -0.63 -0.40 -0.35
C -2.7361 0.8722 -2.8759 0.62 0.53 0.15
N -2.9627 -0.2986 -2.2158 0.57 0.17 0.25
C -4.0758 -1.1858 -2.4156 -0.56 -0.47 -0.08
C -3.6205 1.4410 -3.8875 -0.31 0.09 -0.20
C -4.0997 2.7399 -3.7101 -0.01 -0.22 0.03
C -4.9437 3.3008 -4.6486 0.00 0.05 -0.09
C -5.2972 2.5836 -5.7819 0.02 -0.02 0.00
C -4.8165 1.2967 -5.9688 -0.07 0.02 -0.07
C -3.9891 0.7206 -5.0226 0.12 0.14 0.12
C -0.8482 2.6096 -2.7007 0.21 0.49 -0.01
C -0.7205 2.9588 -4.0447 0.06 -0.13 0.26
C 0.0530 4.0448 -4.4056 0.10 0.08 -0.07
C 0.7237 4.7789 -3.4379 0.01 -0.05 -0.03
C 0.5807 4.4530 -2.0979 0.03 0.02 0.05
C -0.2160 3.3852 -1.7258 -0.50 0.06 -0.03
H -1.6869 -4.5659 -0.8996 0.11 -0.07 0.05
H -0.3063 -5.6797 -0.7737 -0.07 0.05 0.01
H -1.1093 -5.0926 0.6944 0.00 -0.02 -0.06
H 3.4349 -4.4679 -2.0251 -0.03 0.10 -0.12
H 4.8702 -6.4622 -1.9144 0.08 0.01 -0.07
H 4.5720 -8.1076 -0.0997 0.03 -0.05 -0.02
H 2.7937 -7.7735 1.5791 -0.01 -0.07 0.04
H 1.3361 -5.8047 1.4552 -0.15 0.00 0.12
H 3.4439 -0.9151 -1.9504 -0.13 0.07 0.00
H 5.8885 -0.5522 -1.6100 -0.07 -0.02 0.13
H 7.0337 -1.1851 0.4764 0.22 0.10 0.19
H 5.8740 -2.7610 1.9574 0.12 -0.02 0.11
H 3.4559 -3.1849 1.6719 -0.11 -0.17 0.09
H -3.5312 -1.9483 3.8034 0.03 -0.02 -0.12
H -4.4764 -1.5254 2.3679 0.06 -0.01 0.03
H -3.1905 -2.7400 2.2454 -0.01 0.09 0.08
H -1.0012 0.1163 5.5356 0.12 -0.02 0.03
H -1.9497 0.3993 7.7958 0.03 -0.01 0.13
H -4.3509 0.9140 8.0627 -0.07 0.03 0.13
H -5.7965 1.1344 6.0782 -0.10 0.01 0.03
H -4.8491 0.8438 3.8228 -0.08 0.01 -0.10
H -1.9882 2.6044 4.7143 0.03 0.00 0.08
H -0.8495 4.5971 5.5120 -0.08 0.07 0.04
H 1.0514 5.5492 4.2500 0.03 0.06 0.07
H 1.7797 4.4751 2.1533 0.06 0.05 -0.10
H 0.6558 2.4316 1.3424 -0.14 0.59 0.81
H -4.9001 -0.6302 -2.8609 0.07 -0.06 0.05
H -3.8044 -2.0115 -3.0758 -0.05 0.06 0.00
H -4.3937 -1.5937 -1.4554 -0.02 0.05 -0.12
H -3.8199 3.2946 -2.8272 0.04 0.06 0.09
H -5.3258 4.2989 -4.4977 -0.02 0.08 0.00
H -5.9441 3.0282 -6.5211 -0.09 0.05 -0.08
H -5.0826 0.7411 -6.8553 -0.04 -0.03 -0.07
H -3.6004 -0.2744 -5.1799 0.04 -0.13 -0.02
H -1.2118 2.3627 -4.7988 -0.04 -0.03 -0.09
H 0.1399 4.3158 -5.4461 0.03 0.03 -0.12
H 1.3450 5.6115 -3.7288 0.03 0.13 -0.02
H 1.0810 5.0439 -1.3455 0.00 0.09 0.11
H -0.4168 3.1855 -0.6712 0.16 0.02 -0.20
O 1.6955 1.3721 -1.5401 0.72 0.09 -0.20
N 2.9865 1.5596 -1.3293 -0.72 1.19 -2.39
C 3.6780 2.2294 -2.2833 -1.13 -0.70 0.78
C 5.0473 2.4466 -2.1127 1.05 -0.34 0.69
C 5.7255 1.8568 -1.0907 -0.31 0.36 -0.41
C 5.0372 0.8997 -0.1913 -0.16 0.40 -0.12
C 3.5570 1.1104 -0.2028 -0.13 -0.50 3.46
S 2.6036 0.6787 1.1395 -0.57 1.04 -2.05
H 3.0881 2.6105 -3.0999 -0.13 -0.08 -0.07
H 5.5557 3.0736 -2.8248 0.07 0.16 -0.05
H 6.7780 2.0319 -0.9498 0.21 0.01 -0.02
H 5.4156 0.9456 0.8317 -0.15 0.08 -0.16
```
Positions in Å, forces in eV/Å.

Output
Kohn-Sham gap (alpha / beta) in eV: 4.5 / 3.3
Total charge: +2
E in hartree: -3337.84177
HOMO level (alpha / beta) in eV: -11.6 / -11.1
Max |F| in eV/A: 3.49
Spin multiplicity: 2
LUMO energy (alpha / beta) in eV: -7.09 / -7.83